# 1
This record from OMol25 describes a cluster of 3 separate species, C21H40BFNO6 in total. The level of theory is the ωB97M-V functional and the def2-TZVPD basis.

Positions of all 70 atoms, in Å:
C1 1.944 -1.441 3.369
C2 1.974 0.067 3.202
O1 2.405 0.472 1.894
B1 1.684 0.086 0.782
O2 2.014 -1.074 0.134
C3 0.606 1.037 0.095
C4 1.429 1.888 -0.923
C5 2.226 1.100 -1.924
O3 1.832 0.373 -2.765
F1 3.567 1.311 -1.793
C6 -0.462 0.258 -0.700
C7 -1.595 -0.362 0.158
C8 -1.294 -1.844 0.382
C9 -2.957 -0.246 -0.551
N1 -1.636 0.297 1.498
O4 -1.062 -0.338 2.449
C10 -1.429 1.765 1.571
C11 -2.463 2.519 0.730
C12 -1.597 2.180 3.039
C13 -0.007 2.083 1.059
H1 1.970 -1.695 4.430
H2 2.822 -1.885 2.898
H3 1.049 -1.880 2.927
H4 0.988 0.492 3.405
H5 2.683 0.513 3.899
H6 2.905 -1.353 0.373
H7 0.704 2.468 -1.499
H8 2.082 2.581 -0.395
H9 -0.872 0.907 -1.480
H10 0.026 -0.570 -1.214
H11 -1.959 -2.288 1.121
H12 -1.444 -2.354 -0.569
H13 -0.262 -2.013 0.669
H14 -3.771 -0.251 0.174
H15 -3.041 0.654 -1.154
H16 -3.086 -1.092 -1.224
H17 -3.471 2.163 0.947
H18 -2.401 3.579 0.967
H19 -2.289 2.405 -0.338
H20 -0.654 2.164 3.580
H21 -2.298 1.521 3.546
H22 -1.987 3.197 3.091
H23 -0.080 3.030 0.515
H24 0.677 2.261 1.889
C14 2.378 -5.703 1.706
C15 1.119 -6.108 2.471
C16 0.234 -4.884 2.270
O5 0.583 -4.347 0.995
C17 1.783 -4.953 0.519
H25 2.997 -6.546 1.402
H26 2.987 -5.031 2.313
H27 0.664 -6.987 2.010
H28 1.297 -6.328 3.523
H29 0.422 -4.129 3.042
H30 -0.832 -5.117 2.273
H31 1.539 -5.638 -0.300
H32 2.437 -4.171 0.130
C18 -0.251 3.241 -5.461
C19 -0.927 4.579 -5.164
C20 -1.951 4.180 -4.109
O6 -1.372 3.091 -3.384
C21 -0.220 2.604 -4.080
H33 0.741 3.338 -5.899
H34 -0.867 2.647 -6.138
H35 -0.205 5.282 -4.744
H36 -1.385 5.041 -6.038
H37 -2.885 3.843 -4.570
H38 -2.182 4.983 -3.408
H39 0.674 2.914 -3.529
H40 -0.252 1.515 -4.097

Output
F_max, eV/A: 0.6
Expectation value of S²: 0.754
Frontier orbital gap (spin up / spin down), eV: 8.71 / 9.98
Spin multiplicity: 2

***

# 2
This record from OMol25 describes an isolated molecule of C8H15N in a non-equilibrium geometry. The level of theory is the ωB97M-V functional and the def2-TZVPD basis.

Positions of all 24 atoms, in Å:
H1 3.108 0.499 0.300
N1 2.443 0.889 0.972
C1 1.290 0.449 0.971
C2 -0.246 0.751 1.350
C3 -0.840 2.036 0.833
C4 0.214 -0.478 0.615
C5 0.156 -1.780 1.397
C6 0.053 -0.708 -0.974
C7 -1.435 -0.853 -1.285
C8 0.689 0.348 -1.864
H2 -0.571 0.536 2.364
H3 -1.926 1.969 0.757
H4 -0.608 2.847 1.527
H5 -0.424 2.331 -0.126
H6 0.433 -1.625 2.438
H7 0.844 -2.514 0.977
H8 -0.856 -2.181 1.368
H9 0.554 -1.663 -1.172
H10 -1.574 -1.143 -2.326
H11 -1.898 -1.624 -0.673
H12 -1.945 0.090 -1.105
H13 0.249 1.329 -1.698
H14 1.769 0.398 -1.734
H15 0.523 0.097 -2.912

Output
SMILES: [H]/N=C1/[C@@H](C)[C@@]1(C)C(C)C
F_max, eV/A: 3.7
Frontier orbital gap, eV: 9.07

***

# 3
This record from OMol25 describes a structure of composition C26H30IrN7OS3Si in a non-equilibrium geometry. The level of theory is the ωB97M-V functional and the def2-TZVPD basis.

Positions of all 69 atoms, in Å:
Ir1 0.453 0.065 -0.491
N1 0.192 -4.594 -2.101
C1 0.107 -3.378 -1.434
S1 -1.346 -2.474 -2.041
N2 0.955 -3.072 -0.553
N3 1.074 -1.924 0.117
C2 1.922 -1.956 1.163
C3 2.152 -0.808 1.931
C4 2.840 -0.869 3.168
C5 2.929 0.250 3.949
C6 2.352 1.446 3.495
C7 1.735 1.453 2.263
N4 1.627 0.373 1.485
H1 -0.687 -4.960 -2.435
H2 0.745 -5.286 -1.615
H3 2.371 -2.904 1.432
H4 3.257 -1.817 3.483
H5 3.435 0.215 4.905
H6 2.398 2.350 4.085
H7 1.318 2.372 1.876
C8 -0.238 5.168 -0.568
Si1 0.326 3.395 -0.879
C9 0.033 3.061 -2.708
C10 2.177 3.318 -0.472
N5 -0.443 2.120 0.079
C11 -1.302 2.183 1.089
C12 -1.767 3.412 1.648
C13 -2.573 3.447 2.752
C14 -2.981 2.259 3.368
C15 -2.598 1.035 2.843
C16 -1.788 0.984 1.725
O1 -1.393 -0.192 1.175
C17 -1.974 -1.386 1.626
C18 -1.276 -2.183 2.515
C19 -1.817 -3.404 2.888
C20 -3.044 -3.808 2.382
C21 -3.739 -2.984 1.508
C22 -3.206 -1.765 1.122
H8 0.313 5.815 -1.255
H9 -0.029 5.519 0.445
H10 -1.301 5.308 -0.775
H11 0.616 3.776 -3.292
H12 -1.021 3.184 -2.965
H13 0.329 2.056 -3.000
H14 2.751 3.665 -1.333
H15 2.515 2.311 -0.235
H16 2.427 3.960 0.376
H17 -1.455 4.333 1.180
H18 -2.889 4.399 3.157
H19 -3.598 2.288 4.256
H20 -2.927 0.116 3.308
H21 -0.329 -1.841 2.909
H22 -1.274 -4.036 3.578
H23 -3.463 -4.760 2.677
H24 -4.701 -3.291 1.119
H25 -3.731 -1.112 0.435
S2 2.347 -0.031 -2.189
C23 1.806 -0.889 -3.536
N6 2.307 -2.063 -3.887
C24 1.715 -2.748 -5.028
C25 1.004 -1.675 -5.849
S3 0.652 -0.306 -4.687
H26 2.941 -2.539 -3.262
H27 1.016 -3.506 -4.670
H28 2.495 -3.233 -5.613
H29 0.065 -2.028 -6.265
H30 1.628 -1.277 -6.645
N7 -1.411 0.285 -1.973
C26 -1.027 -0.820 -1.758

Output
Net charge: +1
F_max, eV/A: 1.4
Expectation value of S²: 8.836
Frontier orbital gap (spin up / spin down), eV: 5.94 / 6.27
Spin multiplicity: 6

***

# 4
This record from OMol25 describes the ion C6H12N3 with charge +1 in a non-equilibrium geometry. The level of theory is the ωB97M-V functional and the def2-TZVPD basis.

Positions of all 21 atoms, in Å:
C1 0.074 -2.196 0.856
C2 -1.028 -2.061 1.627
C3 0.825 -1.211 0.056
C4 -1.835 -0.845 1.901
C5 1.240 2.168 -0.655
C6 1.002 0.822 -1.369
N1 0.438 -0.039 -0.316
N2 -0.079 0.977 -2.244
N3 -1.805 0.162 1.119
H1 0.622 -3.190 1.071
H2 -1.313 -3.043 2.183
H3 1.767 -1.738 -0.144
H4 -2.307 -0.993 2.870
H5 2.149 2.237 -0.240
H6 1.402 2.918 -1.337
H7 0.554 2.592 0.094
H8 1.782 0.269 -1.744
H9 -0.085 0.262 -2.947
H10 -0.462 1.843 -2.450
H11 -0.616 0.133 0.172
H12 -2.326 0.933 1.497

Output
Net charge: +1
F_max, eV/A: 7.7
Expectation value of S²: 2.032
Frontier orbital gap (spin up / spin down), eV: 8.16 / 5.74
Spin multiplicity: 3

***

# 5
This record from OMol25 describes a structure of composition C13H20N9RhS4 in a non-equilibrium geometry. The level of theory is the ωB97M-V functional and the def2-TZVPD basis.

Positions of all 47 atoms, in Å:
Rh1 0.187 0.216 -0.268
C1 -4.174 0.619 2.914
S1 -3.974 -0.826 1.853
C2 -2.355 -0.621 1.253
S2 -1.465 0.890 1.385
N1 -1.790 -1.641 0.683
N2 -0.658 -1.509 0.064
C3 0.173 -2.604 0.005
C4 1.535 -2.365 -0.105
C5 2.532 -3.377 -0.167
C6 3.855 -3.018 -0.229
C7 4.196 -1.661 -0.209
C8 3.183 -0.716 -0.127
N3 1.903 -1.036 -0.091
H1 -5.238 0.715 3.112
H2 -3.797 1.507 2.414
H3 -3.634 0.470 3.847
H4 -0.244 -3.587 0.160
H5 2.227 -4.410 -0.156
H6 4.631 -3.766 -0.275
H7 5.223 -1.338 -0.236
H8 3.428 0.337 -0.065
N4 1.187 2.116 -0.716
N5 2.105 2.101 -1.791
C9 2.028 1.233 -2.819
N6 2.886 1.363 -3.828
S3 0.902 -0.020 -2.870
H9 0.341 2.696 -0.942
H10 1.637 2.539 0.101
H11 2.740 2.889 -1.871
H12 3.580 2.092 -3.877
H13 2.871 0.686 -4.577
C10 -1.656 5.458 -0.505
C11 -2.772 4.796 -1.304
C12 -2.552 3.347 -1.503
N7 -1.463 2.715 -1.249
N8 -1.516 1.392 -1.476
C13 -2.672 0.976 -1.936
N9 -2.946 -0.306 -2.203
S4 -3.824 2.280 -2.100
H14 -1.902 6.503 -0.343
H15 -0.716 5.411 -1.047
H16 -1.535 4.975 0.461
H17 -2.860 5.283 -2.279
H18 -3.731 4.929 -0.797
H19 -2.161 -0.937 -2.280
H20 -3.771 -0.538 -2.731

Output
Net charge: +2
F_max, eV/A: 4.2
Frontier orbital gap, eV: 6.10

***

# 6
This record from OMol25 describes a cluster of 8 separate species, C24H60N4O16S4 in total in a non-equilibrium geometry. The level of theory is the ωB97M-V functional and the def2-TZVPD basis.

Positions of all 108 atoms, in Å:
C1 -1.266 -2.476 -2.440
C2 -2.763 -2.602 -2.765
O1 -3.441 -2.998 -1.519
S1 -4.134 -1.850 -0.687
C3 -4.642 -2.698 0.818
O2 -3.141 -0.850 -0.380
O3 -5.330 -1.523 -1.432
H1 -0.877 -3.495 -2.153
H2 -1.090 -1.782 -1.560
H3 -0.514 -2.107 -3.152
H4 -3.184 -1.650 -3.148
H5 -3.004 -3.393 -3.492
H6 -3.799 -3.079 1.379
H7 -5.341 -3.478 0.480
H8 -5.193 -2.051 1.477
C4 -5.370 0.317 5.091
C5 -4.214 -0.132 4.287
O4 -3.491 -1.317 4.869
S2 -4.053 -2.753 4.555
C6 -4.349 -3.613 6.049
O5 -5.261 -2.590 3.846
O6 -2.950 -3.508 3.997
H9 -6.207 -0.329 5.141
H10 -5.598 1.320 4.748
H11 -5.065 0.454 6.135
H12 -4.490 -0.398 3.259
H13 -3.530 0.673 4.243
H14 -3.539 -3.317 6.689
H15 -4.223 -4.658 5.684
H16 -5.300 -3.438 6.468
C7 3.030 3.128 0.223
C8 3.658 1.742 0.381
O7 3.107 1.055 1.569
S3 3.732 1.336 2.994
C9 4.205 -0.250 3.507
O8 4.802 2.222 2.860
O9 2.681 1.736 3.849
H17 3.340 3.558 -0.736
H18 3.470 3.762 0.977
H19 1.938 3.194 0.291
H20 3.372 1.043 -0.331
H21 4.744 1.858 0.440
H22 3.391 -0.892 3.155
H23 4.321 -0.190 4.590
H24 5.096 -0.601 3.049
C10 3.845 -4.306 -4.067
C11 3.694 -4.506 -2.568
O10 2.582 -3.769 -2.147
S4 2.209 -3.923 -0.621
C12 1.241 -5.473 -0.575
O11 3.394 -4.210 0.119
O12 1.347 -2.787 -0.312
H25 4.709 -4.854 -4.479
H26 4.027 -3.263 -4.202
H27 2.970 -4.636 -4.614
H28 3.545 -5.562 -2.342
H29 4.606 -4.133 -2.070
H30 0.536 -5.259 -1.391
H31 0.802 -5.447 0.459
H32 1.939 -6.310 -0.796
C13 1.994 6.860 -2.711
N1 2.238 5.475 -2.933
C14 3.390 5.001 -3.506
C15 3.423 3.443 -3.759
O13 4.283 5.687 -3.934
H33 2.812 7.486 -3.156
H34 1.982 7.133 -1.650
H35 1.156 7.261 -3.170
H36 1.519 4.801 -2.727
H37 2.491 2.829 -3.573
H38 4.301 3.145 -3.196
H39 3.785 3.354 -4.771
C16 -0.347 -0.720 4.235
N2 -0.244 0.751 4.078
C17 -0.947 1.588 3.293
C18 -0.372 3.005 3.305
O14 -2.026 1.324 2.730
H40 0.433 -1.261 3.754
H41 -1.259 -1.086 3.790
H42 -0.362 -0.932 5.277
H43 0.617 1.129 4.307
H44 0.502 3.175 3.974
H45 -1.150 3.697 3.701
H46 -0.177 3.275 2.287
C19 -0.383 0.663 -0.211
N3 -1.252 1.766 -0.329
C20 -1.035 2.633 -1.316
C21 -1.946 3.752 -1.373
O15 -0.048 2.552 -2.055
H47 -0.971 -0.024 0.441
H48 0.521 0.996 0.298
H49 -0.063 0.213 -1.180
H50 -1.952 1.855 0.345
H51 -1.379 4.649 -1.114
H52 -2.572 3.585 -0.512
H53 -2.515 3.872 -2.319
C22 1.964 -0.444 -3.369
N4 0.789 0.345 -3.672
C23 0.057 0.030 -4.741
C24 -1.177 0.816 -4.878
O16 0.358 -0.876 -5.526
H54 2.597 -0.480 -4.271
H55 1.577 -1.467 -3.269
H56 2.439 0.022 -2.453
H57 0.484 1.190 -3.187
H58 -1.625 0.860 -3.851
H59 -1.920 0.324 -5.531
H60 -0.966 1.810 -5.270

Output
SMILES: CCOS(C)(=O)=O.CCOS(C)(=O)=O.CCOS(C)(=O)=O.CCOS(C)(=O)=O.CNC(C)=O.CNC(C)=O.CNC(C)=O.CNC(C)=O
F_max, eV/A: 3.0
Frontier orbital gap, eV: 9.29

***

# 7
This record from OMol25 describes a cluster of 2 separate species, C4H4Br2ClN in total. The level of theory is the ωB97M-V functional and the def2-TZVPD basis.

Positions of all 12 atoms, in Å:
C1 2.295 -1.575 1.445
C2 0.359 -1.317 -0.023
C3 0.641 1.168 -0.242
C4 0.025 -0.002 -0.457
N1 1.440 -1.539 0.624
Cl1 2.091 1.381 0.662
Br1 -4.676 2.311 -0.157
Br2 -1.567 0.076 -1.498
H1 3.341 -1.778 1.387
H2 -3.921 1.339 -0.840
H3 -0.276 -2.154 -0.261
H4 0.247 2.091 -0.640

Output
F_max, eV/A: 1.0
Frontier orbital gap, eV: 7.93

***

# 8
This record from OMol25 describes a structure of composition C22H22GaNPS6Sb in a non-equilibrium geometry. The level of theory is the ωB97M-V functional and the def2-TZVPD basis.

Positions of all 54 atoms, in Å:
Ga1 8.823 10.519 8.929
N1 11.038 12.395 12.263
C1 10.755 12.898 13.506
C2 11.791 12.866 14.514
C3 11.544 13.295 15.822
C4 10.297 13.826 16.122
C5 9.291 13.875 15.182
C6 9.486 13.392 13.877
P1 8.137 13.304 12.634
C7 7.053 12.006 13.288
C8 7.057 11.494 14.589
C9 6.182 10.463 14.956
C10 5.298 9.937 14.056
C11 5.290 10.443 12.762
C12 6.181 11.447 12.368
C13 7.262 14.897 13.038
C14 6.245 15.043 13.981
C15 5.692 16.289 14.211
C16 6.147 17.408 13.505
C17 7.108 17.256 12.521
C18 7.662 15.994 12.281
H1 10.405 12.371 11.479
H2 11.839 11.778 12.178
H3 12.710 12.391 14.285
H4 12.319 13.207 16.540
H5 10.094 14.230 17.111
H6 8.349 14.316 15.470
H7 7.816 11.865 15.313
H8 6.317 10.086 15.968
H9 4.659 9.083 14.331
H10 4.671 9.981 12.005
H11 6.266 11.737 11.311
H12 5.831 14.185 14.491
H13 4.861 16.327 14.897
H14 5.698 18.397 13.687
H15 7.394 18.069 11.866
H16 8.405 15.828 11.505
S1 8.689 5.807 10.024
Sb1 7.560 7.792 9.922
S2 8.704 9.661 11.040
S3 7.927 8.816 7.780
S4 5.357 7.670 10.550
C19 11.724 13.189 6.723
C20 10.620 12.676 7.633
S5 10.995 11.180 8.489
C21 9.411 13.240 7.629
C22 9.109 14.537 6.920
S6 7.942 12.571 8.384
H17 12.470 13.832 7.258
H18 11.360 13.743 5.848
H19 12.347 12.365 6.359
H20 10.023 15.039 6.570
H21 8.528 15.233 7.522
H22 8.506 14.288 6.032

Output
Net charge: -2
F_max, eV/A: 2.1
Frontier orbital gap, eV: 6.09

***

# 9
This record from OMol25 describes a cluster of 2 separate species, C2H10N4 in total. The level of theory is the ωB97M-V functional and the def2-TZVPD basis.

Positions of all 16 atoms, in Å:
C1 -2.553 0.207 -0.064
N1 -2.258 1.425 -0.232
N2 -0.993 1.843 -0.075
H1 -3.592 -0.064 -0.127
H2 -1.822 -0.574 0.146
H3 -0.808 2.709 -0.556
H4 -0.244 1.147 -0.089
C2 1.658 -0.420 1.104
N3 1.258 -0.224 -0.278
N4 0.622 -1.396 -0.775
H5 0.767 -0.659 1.681
H6 2.088 0.509 1.472
H7 2.387 -1.232 1.231
H8 2.077 0.039 -0.836
H9 1.282 -2.151 -0.971
H10 0.129 -1.160 -1.631

Output
SMILES: C=NN.CNN
F_max, eV/A: 0.8
Frontier orbital gap, eV: 9.21

***

# 10
This record from OMol25 describes a cluster of 2 separate species, C3H7NO4 in total in a non-equilibrium geometry. The level of theory is the ωB97M-V functional and the def2-TZVPD basis.

Positions of all 15 atoms, in Å:
C1 1.138 2.060 1.746
C2 0.791 1.056 0.695
O1 0.715 -0.151 0.865
O2 0.593 1.637 -0.503
H1 0.976 1.618 2.733
H2 2.184 2.356 1.644
H3 0.485 2.933 1.659
H4 0.301 0.925 -1.131
N1 -0.470 -2.395 -1.055
C3 -1.041 -1.232 -1.432
O3 -0.432 -0.308 -1.947
O4 -2.339 -1.195 -1.122
H5 0.542 -2.367 -1.107
H6 -0.816 -2.870 -0.235
H7 -2.629 -2.068 -0.810

Output
SMILES: CC(=O)O.NC(=O)O
F_max, eV/A: 1.5
Frontier orbital gap, eV: 10.54

***

# 11
This record from OMol25 describes an isolated molecule of C4H5FN2O2 in a non-equilibrium geometry. The level of theory is the ωB97M-V functional and the def2-TZVPD basis.

Positions of all 14 atoms, in Å:
O1 2.766 -0.691 -0.400
C1 1.599 -0.550 -0.160
N1 1.276 0.201 1.014
C2 0.326 0.989 1.058
C3 -0.697 1.030 -0.057
F1 -0.520 1.948 -1.091
C4 -0.771 -0.468 -0.482
O2 -1.304 -1.244 0.600
N2 0.535 -0.945 -0.926
H1 0.076 1.664 1.862
H2 -1.646 1.202 0.276
H3 -1.430 -0.650 -1.405
H4 -0.922 -0.923 1.493
H5 0.712 -1.563 -1.784

Output
SMILES: O=C1N=C[C@@H](F)[C@H](O)N1
F_max, eV/A: 3.0
Frontier orbital gap, eV: 10.19

***

# 12
This record from OMol25 describes an isolated molecule of C2H5N5O in a non-equilibrium geometry. The level of theory is the ωB97M-V functional and the def2-TZVPD basis.

Positions of all 13 atoms, in Å:
H1 2.126 -1.828 -0.539
N1 1.998 -1.064 0.125
C1 0.835 -0.537 -0.206
N2 -0.066 -0.873 -1.196
C2 -1.186 -0.251 -0.832
O1 -2.246 -0.213 -1.704
N3 -1.033 0.647 0.090
N4 0.359 0.609 0.329
N5 0.600 1.300 1.580
H2 -2.093 -1.065 -2.282
H3 -1.522 0.970 0.972
H4 0.666 0.422 2.252
H5 1.559 1.883 1.414

Output
SMILES: [H]/N=c1\nc(O)[nH]n1N
F_max, eV/A: 5.1
Frontier orbital gap, eV: 8.92

***

Question: Among the records above, which one has the lowest F_max?
Answer: C21H40BFNO6